A.
{"formula": "C4H4F2N2", "method": "wB97M-V/def2-TZVPD", "homo_lumo_gap_ev": 8.843, "smiles": "N=C=CF.N=C=CF", "e_homo_ev": -8.51, "elements": ["C", "F", "C", "H", "C", "H", "F", "H", "N", "C", "N", "H"], "positions_angstrom": [[1.492, 0.047, -0.797], [-1.340, -1.637, 0.983], [1.894, -0.643, 0.215], [2.068, -1.734, 0.374], [-0.890, -0.388, 0.864], [-3.085, 1.647, -0.248], [2.376, -0.023, 1.386], [-0.048, -0.239, 1.626], [-2.346, 1.116, -0.509], [-1.660, 0.448, 0.217], [1.245, 0.542, -1.900], [0.296, 0.863, -2.211]]}

---

B.
{"formula": "C4H4F2N2", "method": "wB97M-V/def2-TZVPD", "homo_lumo_gap_ev": [6.679, 8.939], "e_homo_ev": [-8.26, -8.72], "elements": ["H", "C", "C", "N", "H", "C", "F", "N", "H", "C", "H", "F"], "positions_angstrom": [[2.105, -0.015, 1.433], [-2.072, 0.779, -0.047], [-1.485, -0.491, -0.154], [-0.109, -0.664, -0.220], [-3.116, 1.021, -0.271], [2.163, 0.103, 0.296], [2.878, 1.099, -0.271], [-1.592, 1.940, -0.027], [-2.170, -1.243, -0.416], [0.719, 0.310, -0.021], [0.062, -1.721, -0.174], [2.618, -1.118, -0.129]]}

---

According to the calculations, the structures order from most to least stable as A, B.

---

A.
{"formula": "C6H8O3", "method": "wB97M-V/def2-TZVPD", "homo_lumo_gap_ev": 9.383, "smiles": "O[C@@H]1[C@H]2O[C@@H]3C[C@@H]3[C@]12O", "e_homo_ev": -8.72, "elements": ["H", "H", "C", "C", "O", "O", "C", "H", "C", "H", "H", "H", "C", "O", "H", "H", "C"], "positions_angstrom": [[-1.803, 1.159, -1.411], [-1.451, -1.835, -0.740], [-1.107, 0.385, -0.863], [0.341, -0.542, 0.403], [2.760, -0.859, -0.313], [-0.736, -0.588, 1.335], [1.757, -0.037, 0.138], [0.253, 2.845, -0.461], [-1.917, -0.918, -0.833], [2.137, 0.930, 0.554], [-3.006, -0.822, -1.112], [-2.735, 0.382, 0.939], [0.337, 0.673, -0.447], [0.270, 1.964, 0.223], [2.312, -1.406, -0.997], [0.292, -1.438, -0.173], [-1.802, -0.218, 0.509]]}

---

B.
{"formula": "C6H8O3", "method": "wB97M-V/def2-TZVPD", "homo_lumo_gap_ev": [7.897, 7.896], "e_homo_ev": [-7.50, -7.50], "elements": ["C", "C", "C", "H", "H", "H", "C", "H", "O", "H", "H", "H", "C", "H", "O", "O", "C"], "positions_angstrom": [[-0.410, 1.471, 0.932], [-0.210, -1.067, 1.106], [1.181, -0.295, 0.018], [0.089, 1.653, 1.871], [0.678, -0.694, -2.006], [2.469, -0.626, -1.570], [-1.552, -0.013, -0.703], [-0.682, 2.312, 0.318], [-2.086, -1.052, -0.990], [1.980, -0.341, 1.751], [0.089, -1.032, 2.147], [-2.302, 0.910, -2.166], [1.438, -0.547, -1.262], [-0.554, -1.981, 0.644], [2.171, 0.034, 0.883], [-1.648, 1.089, -1.473], [-0.651, 0.178, 0.501]]}

---

C.
{"formula": "C6H8O3", "method": "wB97M-V/def2-TZVPD", "homo_lumo_gap_ev": 8.979, "e_homo_ev": -8.90, "elements": ["H", "C", "O", "H", "O", "H", "H", "H", "C", "H", "H", "O", "C", "C", "C", "H", "C"], "positions_angstrom": [[0.981, -0.569, 1.852], [0.345, 0.281, 1.597], [1.222, -0.942, -1.757], [2.155, -1.091, -1.977], [2.302, 0.454, -0.333], [-1.564, -1.254, -0.922], [-0.509, 0.622, -2.068], [-0.754, -2.021, 0.433], [-0.260, 0.049, 0.218], [-0.466, 0.375, 2.323], [0.960, 1.178, 1.638], [-1.458, 2.325, 0.377], [-0.849, 1.476, -0.195], [-0.009, 1.041, -1.200], [-1.235, -1.096, 0.105], [-2.108, -0.916, 0.737], [1.247, 0.088, -0.828]]}

---

According to the calculations, the structures order from most to least stable as C, B, A.

---

A.
{"formula": "CHClFNO2", "method": "wB97M-V/def2-TZVPD", "homo_lumo_gap_ev": 10.223, "e_homo_ev": -10.12, "elements": ["O", "N", "Cl", "C", "O", "H", "F"], "positions_angstrom": [[0.953, 1.796, -0.220], [0.418, 0.818, -0.588], [-0.847, -1.598, -0.670], [-0.242, -0.615, 0.638], [0.261, 0.409, -1.685], [0.668, -0.722, 1.123], [-1.211, -0.087, 1.402]]}

---

B.
{"formula": "CHClFNO2", "method": "wB97M-V/def2-TZVPD", "homo_lumo_gap_ev": 11.260, "smiles": "O=[N+]([O-])[C@@H](F)Cl", "e_homo_ev": -11.42, "elements": ["C", "O", "H", "N", "F", "O", "Cl"], "positions_angstrom": [[0.351, -0.335, 0.524], [-1.711, 0.668, -0.155], [0.391, 0.291, 1.326], [-0.574, 0.522, -0.575], [-0.404, -1.347, 0.864], [-0.062, 0.845, -1.615], [2.009, -0.644, -0.368]]}

---

According to the calculations, the structures order from most to least stable as B, A.

---

A.
{"formula": "C23H26N2O3", "method": "wB97M-V/def2-TZVPD", "homo_lumo_gap_ev": 6.589, "e_homo_ev": -7.88, "elements": ["C", "C", "H", "H", "H", "C", "C", "H", "C", "H", "H", "C", "H", "N", "O", "N", "C", "C", "C", "H", "H", "O", "H", "H", "H", "C", "C", "C", "C", "C", "C", "H", "H", "C", "C", "H", "C", "O", "H", "H", "H", "H", "C", "H", "H", "H", "C", "H", "C", "H", "H", "C", "C", "H"], "positions_angstrom": [[4.735, -2.154, -0.961], [3.941, 0.277, 1.813], [1.566, 3.854, -2.601], [7.727, -0.678, -0.252], [-3.845, 1.376, -0.258], [-4.450, -0.110, 1.087], [-5.919, 0.039, 0.937], [3.735, -0.143, 2.782], [0.882, 1.912, 0.056], [-4.346, 0.639, 2.213], [6.675, -2.481, -1.663], [2.363, 1.378, 0.353], [3.948, 3.484, -2.326], [2.497, 0.710, 1.520], [-1.991, 2.842, 0.145], [-2.318, 0.434, 0.112], [4.015, -3.231, -1.640], [0.723, 2.629, -1.305], [0.231, 0.266, 1.607], [-8.082, 0.064, -0.693], [4.313, 1.472, 2.267], [-6.102, -0.828, -0.022], [-6.502, -0.040, 1.790], [2.981, -1.634, 0.176], [-8.207, -1.150, 0.497], [3.228, 3.004, -1.593], [4.096, -1.305, 0.093], [-0.176, 1.327, 0.552], [-3.712, 0.479, -0.137], [5.990, -0.214, 0.777], [-1.465, 1.475, 0.296], [-0.616, -0.129, 2.358], [-6.156, 0.913, 0.631], [1.787, 3.219, -1.803], [-7.472, -0.987, -0.351], [3.373, -3.712, -1.196], [1.581, 0.246, 2.185], [1.810, -0.571, 2.977], [-7.026, -1.770, -2.374], [-7.417, -3.102, -0.900], [-3.804, -0.282, -0.843], [-4.238, -1.024, 1.604], [6.813, -0.995, -0.159], [6.658, 0.499, 1.410], [-0.254, 2.962, -1.441], [-1.961, -0.428, 0.338], [4.739, -0.206, 0.789], [4.791, -3.661, -2.056], [6.143, -1.812, -1.030], [3.481, -2.666, -2.178], [4.485, 1.917, -0.182], [3.342, 2.043, -0.358], [-7.759, -2.062, -1.311], [-8.832, -2.085, -1.732]]}

---

B.
{"formula": "C23H26N2O3", "method": "wB97M-V/def2-TZVPD", "homo_lumo_gap_ev": 8.779, "smiles": "CCCCCn1c(=O)c(C(=O)NCCc2ccccc2)c(O)c2ccccc21", "e_homo_ev": -8.68, "elements": ["C", "C", "C", "H", "H", "H", "N", "H", "H", "H", "H", "H", "H", "H", "C", "H", "C", "C", "C", "O", "C", "C", "C", "C", "H", "H", "O", "H", "H", "C", "H", "H", "C", "H", "H", "H", "C", "C", "C", "C", "H", "H", "C", "C", "N", "H", "C", "H", "C", "H", "H", "C", "O", "C"], "positions_angstrom": [[1.574, 3.454, 1.278], [2.621, -2.614, 0.687], [-0.705, 4.055, 0.458], [-4.616, -1.678, -0.547], [-2.015, -0.070, -0.461], [-3.068, -0.324, 0.925], [0.814, -1.813, -0.684], [-1.672, 2.188, 0.858], [2.245, 3.461, 2.141], [2.295, -6.114, -0.868], [0.319, 4.994, 2.087], [-3.627, -1.226, -1.939], [-1.235, -1.891, 1.030], [-4.474, 0.013, -1.022], [-0.302, -2.063, -1.583], [-1.321, 5.997, -2.246], [-1.398, 5.159, -1.568], [-1.591, 3.024, 0.178], [-1.443, -2.820, -0.895], [3.668, -1.127, 2.185], [-3.932, -0.927, -0.939], [1.976, -0.261, 0.764], [1.545, -4.128, -0.843], [2.384, -5.135, -0.422], [3.632, -0.140, 2.437], [3.987, -5.710, 0.887], [3.025, 1.279, 2.235], [-2.753, -2.752, 0.792], [0.049, -2.612, -2.459], [-2.276, 4.124, -1.840], [2.003, 4.080, 0.487], [-0.653, -1.084, -1.914], [0.190, 3.996, 1.664], [0.829, -4.347, -1.617], [-0.245, 3.349, 2.427], [-1.082, -3.792, -0.551], [2.764, -1.293, 1.242], [-2.033, -2.084, 0.309], [3.341, -4.909, 0.563], [0.972, -0.506, -0.244], [4.196, -3.434, 1.862], [-2.222, -3.000, -1.637], [3.458, -3.654, 1.107], [1.635, -2.841, -0.292], [1.482, 2.094, 0.812], [-3.055, 2.247, -1.171], [2.195, 1.094, 1.326], [0.805, 1.862, 0.085], [-0.617, 5.123, -0.427], [-2.885, 4.151, -2.732], [0.068, 5.933, -0.218], [-2.372, 3.058, -0.964], [0.250, 0.372, -0.722], [-2.730, -0.763, -0.017]]}

---

According to the calculations, the structures order from most to least stable as B, A.

---

A.
{"formula": "C3H5IS", "method": "wB97M-V/def2-TZVPD", "homo_lumo_gap_ev": [7.831, 7.058], "e_homo_ev": [-8.87, -8.80], "elements": ["C", "H", "H", "H", "H", "I", "C", "C", "S", "H"], "positions_angstrom": [[-0.467, -0.371, -0.060], [-0.061, 0.643, -1.756], [-0.517, 1.655, -0.234], [1.097, 1.035, -0.416], [-0.227, -0.304, 1.873], [-2.714, -0.326, -0.051], [0.096, 0.865, -0.636], [-0.061, -1.683, 0.180], [1.487, -2.175, -0.200], [-0.868, -2.404, 0.458]]}

---

B.
{"formula": "C3H5IS", "method": "wB97M-V/def2-TZVPD", "homo_lumo_gap_ev": [7.003, 8.410], "e_homo_ev": [-7.50, -8.39], "elements": ["S", "C", "H", "H", "I", "C", "H", "H", "H", "C"], "positions_angstrom": [[-2.262, -0.837, 0.209], [-0.726, -0.699, -0.488], [-0.325, -1.717, -0.489], [0.609, 0.789, -1.240], [3.349, 0.195, -0.044], [0.168, 0.491, -0.335], [-0.578, 1.176, -0.004], [-2.508, 0.570, 0.259], [0.921, -0.344, 1.462], [1.350, 0.376, 0.670]]}

---

According to the calculations, the structures order from most to least stable as B, A.